DFT (ωB97M-V/def2-TZVPD) results for a molecular structure, C29H41IrNO4SbSeSi2 at a distorted geometry.

```
80
C29H41IrNO4SbSeSi2 | the Open Molecules 2025 dataset | ωB97M-V/def2-TZVPD
Ir 0.342 0.321 0.335
Sb 2.229 -1.917 -0.198
Se -1.672 -2.505 -2.854
Si 0.704 1.554 -1.733
Si -0.562 2.359 1.159
O 2.329 -0.295 3.861
O -3.403 -1.199 -0.189
O 1.892 0.304 1.716
O -1.424 -0.264 -0.531
N -0.478 -0.821 1.765
C -0.559 5.020 0.152
C 0.546 4.350 -2.300
C 4.346 -1.728 -0.334
C -0.237 3.686 -0.113
C -1.743 -4.069 -5.230
C 2.651 -4.562 1.273
C 2.626 -4.015 -2.427
C 1.920 -3.234 1.456
C 0.246 -0.941 2.914
C 4.938 -0.987 0.860
C -1.598 -2.212 3.792
C -1.802 -5.332 -3.165
C 2.564 1.336 -1.961
C -1.836 -6.469 -5.281
C 0.316 3.345 -1.356
C -0.328 6.005 -0.794
C 0.272 2.755 2.774
C 0.229 5.670 -2.022
C -2.389 2.106 1.404
C -1.785 -5.250 -5.948
C -2.320 -2.059 2.615
C -2.186 -0.936 0.291
C -0.327 -1.674 3.984
C 1.485 -0.292 2.821
C -1.749 -4.097 -3.828
C 1.577 -3.037 -1.900
C -1.846 -6.509 -3.890
C -1.723 -1.318 1.559
C -0.230 0.982 -3.227
H 4.574 0.039 0.910
H -1.300 0.945 -3.020
H -2.047 -2.770 4.603
H 4.693 -1.481 1.802
H 3.526 -3.501 -2.764
H -3.310 -2.483 2.519
H 0.410 6.439 -2.762
H -1.820 -5.351 -2.083
H 2.292 -5.111 0.403
H -0.182 3.658 3.193
H 0.207 -1.795 4.913
H 0.076 -0.007 -3.569
H 3.079 0.276 3.641
H 3.730 -4.431 1.183
H 1.336 2.947 2.630
H 0.149 1.954 3.505
H 2.906 2.082 -2.686
H -0.065 1.694 -4.041
H 6.025 -0.956 0.778
H -1.895 -7.459 -3.376
H -0.994 5.300 1.106
H 2.253 -2.710 2.350
H 2.804 0.348 -2.364
H 4.572 -1.244 -1.283
H 0.841 -3.370 1.537
H 2.915 -4.760 -1.686
H -2.888 1.851 0.469
H 2.476 -5.194 2.146
H -0.582 7.035 -0.578
H -2.803 3.052 1.767
H 1.305 -2.307 -2.663
H 0.971 4.106 -3.268
H -3.930 -1.673 0.466
H 0.657 -3.525 -1.579
H -1.712 -3.115 -5.739
H 2.219 -4.551 -3.286
H -2.604 1.336 2.148
H -1.783 -5.224 -7.030
H 3.118 1.495 -1.034
H 4.695 -2.761 -0.392
H -1.873 -7.391 -5.846
```

Computed properties:
2S+1 ... 6
Net charge ... +1
Expectation value of S² ... 8.805
Frontier orbital gap (spin up / spin down) ... 0.243 / 0.177 Ha
Energy relative to the best compared isomer or geometry (same formula, charge and spin) ... 1.542 eV